(1)
C12H29N4O6PTi as an isolated structure in a non-equilibrium geometry. Source: the Open Molecules 2025 dataset; level of theory: ωB97M-V/def2-TZVPD.

Geometry (Å):
O: -2.8171 3.6431 -2.9000
H: -2.0632 4.2555 -2.8723
Ti: 0.3169 0.6700 -0.5169
N: 1.7640 -0.8513 -0.6347
N: -0.2230 -0.4271 -2.2306
N: 0.8086 0.8010 1.5043
N: -1.1574 1.9174 0.3290
O: 2.8007 -0.9991 0.1569
O: 1.7982 0.1473 2.1789
O: -2.1607 2.3031 -0.3665
O: -1.3162 -0.2126 -2.8570
C: 0.6266 -1.4427 -2.6118
C: 1.7208 -1.6530 -1.7379
C: 0.0444 1.5761 2.3104
C: -1.0909 2.1434 1.6797
C: 2.7867 -2.6724 -1.8862
H: 2.7849 -3.3782 -1.0422
H: 3.7713 -2.1847 -1.9177
H: 2.6487 -3.2329 -2.8143
C: 0.3030 -2.2866 -3.7872
H: -0.1939 -1.6859 -4.5580
H: -0.3693 -3.1105 -3.4962
H: 1.2177 -2.7261 -4.2003
C: 0.3702 1.6501 3.7559
C: -2.1469 2.8590 2.4322
H: 1.4551 1.6852 3.9119
H: -0.0217 0.7788 4.3057
H: -0.0703 2.5457 4.2107
H: -2.9231 3.2121 1.7494
H: -1.7039 3.7138 2.9588
H: -2.6032 2.2089 3.1931
H: 2.2910 -0.3725 1.4217
H: -2.6444 3.0379 -2.1442
C: 1.5363 1.9425 -1.1090
H: 2.2486 1.4742 -1.8083
H: 2.0650 2.3983 -0.2566
H: 0.9271 2.7002 -1.6346
O: 5.2582 1.0071 0.3063
H: 4.8621 1.8362 0.6219
H: 4.5321 0.3515 0.3372
C: -1.5089 -1.4473 2.3043
P: -1.3858 -1.2242 0.4916
C: -1.1373 -2.9491 -0.0662
C: -3.1375 -0.9592 0.0304
H: -2.0716 -0.6176 2.7548
H: -0.5005 -1.4510 2.7406
H: -2.0090 -2.3968 2.5461
H: -1.7329 -3.6459 0.5425
H: -1.4202 -3.0541 -1.1233
H: -0.0745 -3.2100 0.0309
H: -3.7763 -1.7919 0.3637
H: -3.4911 -0.0151 0.4656
H: -3.1878 -0.8608 -1.0628

Computed properties:
* spin multiplicity: 3
* total energy: -2335.71725 a.u.
* energy above the lowest of the compared OMol25 structures with the same formula, charge and spin: 0.0 kcal/mol
* HOMO-LUMO gap (spin up / spin down): 6.117 / 6.023 eV
* ⟨S²⟩: 2.052

These are the Löwdin partial charges, in e, on atoms 1 to 6: O -0.09; H 0.03; Ti 0.88; N -0.15; N -0.21; N -0.15


(2)
C27H28N2O2S2Zr as an isolated structure in a non-equilibrium geometry. Source: the Open Molecules 2025 dataset; level of theory: ωB97M-V/def2-TZVPD.

Geometry (Å):
Zr: -0.4570 -1.3551 0.3140
S: 6.8553 -1.5953 0.0000
C: 7.3522 -3.2037 -0.4043
C: 6.2503 -4.0007 -0.5284
C: 5.0003 -3.3754 -0.4019
C: 5.2135 -2.0332 -0.1245
C: 4.1266 -1.0457 -0.0491
C: 2.7871 -1.4899 0.1759
N: 1.7143 -0.7485 -0.0556
C: 1.9176 0.5921 -0.2810
C: 3.1849 1.1738 -0.3184
C: 3.2978 2.6067 -0.3000
C: 2.2198 3.4261 -0.3170
C: 0.9292 2.8737 -0.3174
C: -0.2277 3.6541 -0.4276
C: -1.5212 3.0862 -0.5922
C: -1.5652 1.7129 -0.4674
N: -0.4981 0.9240 -0.3406
C: 0.7703 1.4530 -0.2995
C: -2.6921 3.9269 -0.7907
C: -3.8543 3.5027 -1.3895
C: -4.8387 4.5162 -1.3859
C: -4.5070 5.5952 -0.6062
S: -2.8939 5.5219 -0.0113
C: 4.2475 0.2765 -0.3168
H: 8.3560 -3.5326 -0.4846
H: 6.4525 -5.0443 -0.8204
H: 4.0564 -3.8982 -0.6610
H: 2.5783 -2.5676 0.3476
H: 4.3310 3.0031 -0.2960
H: 2.3451 4.4951 -0.2266
H: -0.1187 4.7262 -0.5325
H: -2.4540 1.1320 -0.4839
H: -3.7907 2.6327 -1.9782
H: -5.8044 4.3548 -1.8285
H: -5.1270 6.4763 -0.2658
H: 5.2563 0.6919 -0.3663
C: -1.5609 1.0981 2.7568
C: -2.6383 0.1657 2.3756
O: -2.4076 -0.6813 1.1306
C: -3.7240 -1.2127 0.6072
C: -3.8906 -2.5337 -0.1897
H: -1.7619 1.6058 3.6929
H: -1.4422 1.9361 2.1029
H: -0.6111 0.5711 2.9473
H: -3.5176 0.7097 2.1746
H: -2.7906 -0.5879 3.1738
H: -4.1618 -0.3872 0.0246
H: -4.3263 -1.4350 1.4970
H: -3.2681 -2.6341 -1.0763
H: -4.9088 -2.4505 -0.5105
H: -3.7732 -3.3845 0.4627
C: -1.2788 -2.4585 -2.6685
O: -0.9583 -2.0994 -1.3544
C: -0.1166 -2.6072 1.9925
C: 0.5724 -3.7102 1.4705
H: -0.6164 -2.0205 -3.4168
H: -2.2745 -2.1218 -2.9036
H: -1.1382 -3.5337 -2.7045
H: 0.6307 -3.5529 0.3328
H: 1.2047 -4.6044 1.7856
H: -0.1344 -2.5348 3.1283

Computed properties:
* spin multiplicity: 1
* total energy: -2148.55655 a.u.
* net charge: +2
* HOMO-LUMO gap: 6.488 eV

These are the Löwdin partial charges, in e, on atoms 1 to 6: Zr 1.79; S 1.09; C -0.34; C -0.19; C -0.10; C -0.52


(3)
C27H24NO10S2 as an isolated structure in a non-equilibrium geometry. Source: the Open Molecules 2025 dataset; level of theory: ωB97M-V/def2-TZVPD.

Geometry (Å):
C: 3.0747 -3.8221 -3.5957
C: 3.6155 -2.8771 -4.4707
C: 3.6393 -1.5268 -4.1231
C: 3.1071 -1.1463 -2.8974
S: 3.0767 0.5819 -2.3981
C: 1.3290 0.8169 -2.2144
C: 0.8015 1.3455 -1.0295
S: 0.3815 0.7877 -3.7547
C: -0.9114 -0.4158 -3.3635
C: -0.7034 -1.7627 -3.6587
C: -1.6313 -2.6843 -3.1818
C: -2.7589 -2.2488 -2.4893
C: -2.9786 -0.8886 -2.2737
C: -2.0662 0.0468 -2.7446
O: -0.2142 2.0715 -4.0568
O: 1.2501 0.0760 -4.6711
O: 3.6700 0.7152 -1.0857
O: 3.4783 1.3879 -3.5252
C: 2.6354 -2.0794 -1.9788
C: 2.5839 -3.4196 -2.3533
H: 3.0479 -4.8762 -3.8737
H: 4.0089 -3.1812 -5.4372
H: 4.0427 -0.7758 -4.8011
H: -0.2811 1.5482 -1.1973
H: 1.5673 1.9728 -0.4901
H: 0.1804 -2.0661 -4.2191
H: -1.4494 -3.7396 -3.3552
H: -3.4833 -2.9698 -2.1213
H: -3.8410 -0.5231 -1.7312
H: -2.2183 1.1202 -2.6308
H: 2.2890 -1.7385 -1.0041
H: 2.1550 -4.1388 -1.6582
C: -0.5000 5.2880 1.9127
C: -0.5018 3.7801 2.0793
C: -1.0292 3.3605 3.4589
O: -1.3749 3.2407 1.0504
C: -1.2908 1.8893 0.8077
O: -2.2843 1.2679 0.4827
C: 0.0784 1.2404 0.7900
C: -0.0112 -0.2334 1.1536
C: -0.6512 -0.4972 2.5130
C: -2.0149 -0.8458 2.5832
C: -2.5618 -1.3757 3.7421
C: -1.7784 -1.5734 4.8875
N: -2.3428 -2.1443 6.0632
O: -1.6050 -2.3309 7.0592
O: -3.5585 -2.4537 6.0520
C: -0.4177 -1.2384 4.8231
C: 0.1360 -0.7114 3.6650
C: 0.9853 1.9505 1.7508
O: 1.8392 1.3543 2.3639
O: 0.8684 3.3298 1.8530
H: -0.1027 5.5615 0.9376
H: -1.5101 5.6830 2.0077
H: 0.1201 5.7437 2.6821
H: -1.0189 2.2625 3.5651
H: -0.3964 3.8294 4.2322
H: -2.0627 3.7414 3.5598
H: -0.5733 -0.7584 0.3643
H: 1.0142 -0.6278 1.1273
H: -2.6449 -0.7552 1.6960
H: -3.6054 -1.6481 3.7829
H: 0.1882 -1.4041 5.7019
H: 1.2100 -0.5151 3.6373

Computed properties:
* spin multiplicity: 1
* total energy: -2646.68374 a.u.
* energy above the lowest of the compared OMol25 structures with the same formula, charge and spin: 0.0 kcal/mol
* net charge: -1
* HOMO-LUMO gap: 5.686 eV

These are the Löwdin partial charges, in e, on atoms 1 to 6: C -0.10; C -0.08; C -0.06; C -0.29; S 0.67; C -0.40


What is the spin multiplicity in the third record? 1


What is the formula in the third record? C27H24NO10S2


Which value of total energy does entry 2 give? -2148.55655 a.u.


Among the records above, which one has the highest total energy? C27H28N2O2S2Zr